(1)
An isolated ion of composition CHN2 and charge +1 at a distorted geometry, computed with ωB97M-V with the def2-TZVPD basis set.

Element x y z (Å)
C1 -0.781 0.038 0.008
N1 -1.943 0.674 -0.007
N2 -2.011 -0.598 0.005
H1 0.384 0.196 -0.055

**SMILES string**: C1=[N+]=N1
**2S+1**: 1
**Gap between HOMO and LUMO**: 11.495 eV
**Energy relative to the best compared isomer or geometry (same formula, charge and spin)**: 0.243 eV
**Net charge**: +1
**Strongest force on any atom**: 2.6 eV/A
**Calculated total energy**: -147.734716 Eh
**E_HOMO**: -20.06 eV

(2)
A 19-piece molecular cluster, C49H43Cl39F6 overall at a distorted geometry, computed with ωB97M-V with the def2-TZVPD basis set.

Element x y z (Å)
F1 1.441 5.188 5.766
C1 1.995 4.040 5.339
C2 1.943 3.781 4.016
C3 2.642 2.691 3.520
C4 3.488 1.936 4.382
C5 3.507 2.251 5.750
C6 2.771 3.311 6.226
H1 1.361 4.459 3.410
H2 2.673 2.445 2.469
H3 4.083 1.167 3.913
H4 4.207 1.857 6.471
H5 2.873 3.585 7.266
F2 -3.659 1.769 2.578
C7 -4.982 2.058 2.750
C8 -5.884 1.073 2.392
C9 -7.213 1.327 2.527
C10 -7.604 2.576 2.998
C11 -6.697 3.615 3.362
C12 -5.332 3.338 3.249
H6 -5.445 0.144 2.059
H7 -7.911 0.602 2.133
H8 -8.658 2.785 3.103
H9 -7.145 4.518 3.748
H10 -4.556 4.065 3.435
F3 -7.444 -1.443 -6.423
C13 -6.835 -2.012 -5.398
C14 -6.645 -1.382 -4.171
C15 -5.809 -1.966 -3.200
C16 -5.342 -3.266 -3.410
C17 -5.525 -3.929 -4.618
C18 -6.270 -3.283 -5.617
H11 -7.062 -0.392 -4.059
H12 -5.590 -1.466 -2.268
H13 -4.796 -3.702 -2.586
H14 -5.142 -4.934 -4.711
H15 -6.636 -3.820 -6.479
F4 2.351 6.338 -4.555
C19 3.301 5.379 -4.667
C20 3.279 4.260 -3.902
C21 4.208 3.255 -4.047
C22 5.061 3.308 -5.146
C23 5.270 4.464 -5.923
C24 4.312 5.509 -5.657
H16 2.476 4.204 -3.181
H17 4.140 2.399 -3.393
H18 5.707 2.461 -5.322
H19 6.002 4.468 -6.717
H20 4.210 6.439 -6.196
F5 4.580 -8.388 5.566
C25 4.338 -7.227 4.873
C26 5.193 -6.936 3.814
C27 4.869 -5.876 3.000
C28 3.764 -5.085 3.272
C29 3.007 -5.340 4.411
C30 3.226 -6.418 5.214
H21 6.033 -7.601 3.674
H22 5.503 -5.665 2.152
H23 3.467 -4.352 2.537
H24 2.089 -4.779 4.503
H25 2.623 -6.812 6.019
F6 -0.842 0.347 -1.968
C31 -0.072 0.218 -0.891
C32 1.076 1.042 -0.807
C33 2.020 0.877 0.259
C34 1.711 -0.019 1.253
C35 0.531 -0.782 1.251
C36 -0.365 -0.683 0.166
H26 1.132 1.720 -1.646
H27 2.906 1.493 0.217
H28 2.370 -0.073 2.106
H29 0.181 -1.414 2.054
H30 -1.319 -1.187 0.226
C37 4.887 -2.424 4.948
Cl1 3.322 -1.735 4.621
Cl2 5.711 -1.562 6.253
Cl3 5.883 -2.343 3.495
H31 4.829 -3.477 5.221
C38 0.505 1.528 -5.947
Cl4 1.593 2.549 -6.973
Cl5 -1.212 1.765 -6.426
Cl6 0.761 2.160 -4.284
H32 0.835 0.489 -5.953
C39 -0.898 3.514 0.794
Cl7 -0.905 3.262 2.531
Cl8 0.564 4.329 0.234
Cl9 -2.287 4.405 0.232
H33 -0.848 2.507 0.380
C40 -2.054 -3.430 4.075
Cl10 -0.401 -4.039 3.683
Cl11 -2.345 -2.034 2.999
Cl12 -2.148 -2.998 5.765
H34 -2.839 -4.143 3.821
C41 -2.594 -1.561 -4.709
Cl13 -2.938 0.188 -4.174
Cl14 -2.201 -2.635 -3.353
Cl15 -1.307 -1.549 -5.970
H35 -3.512 -1.913 -5.179
C42 -6.038 -4.212 0.524
Cl16 -4.917 -5.685 0.492
Cl17 -5.213 -2.798 1.197
Cl18 -7.657 -4.515 1.208
H36 -6.151 -4.042 -0.547
C43 -0.912 1.360 6.003
Cl19 -0.259 1.989 7.540
Cl20 -2.433 0.491 6.376
Cl21 0.256 0.222 5.324
H37 -1.069 2.169 5.290
C44 -0.651 5.652 -3.479
Cl22 -2.197 4.647 -3.291
Cl23 -0.403 6.988 -2.332
Cl24 -0.545 6.292 -5.126
H38 0.217 5.004 -3.357
C45 5.762 -1.454 -4.746
Cl25 5.877 -0.488 -3.196
Cl26 4.787 -0.551 -5.868
Cl27 4.994 -3.002 -4.436
H39 6.748 -1.583 -5.191
C46 0.067 -5.762 0.213
Cl28 0.073 -7.302 -0.766
Cl29 -1.033 -4.619 -0.505
Cl30 1.707 -5.049 0.341
H40 -0.282 -5.946 1.230
C47 1.663 -2.654 -2.528
Cl31 3.028 -2.020 -1.654
Cl32 2.070 -4.253 -3.147
Cl33 1.248 -1.571 -3.866
H41 0.780 -2.744 -1.896
C48 -4.545 2.083 -1.315
Cl34 -5.370 3.144 -0.228
Cl35 -5.567 1.659 -2.611
Cl36 -3.967 0.588 -0.575
H42 -3.777 2.688 -1.797
C49 6.013 4.465 -0.425
Cl37 4.581 3.447 -0.142
Cl38 7.256 3.596 -1.371
Cl39 6.755 5.062 1.036
H43 5.562 5.318 -0.933

**2S+1**: 1
**Gap between HOMO and LUMO**: 9.078 eV
**Strongest force on any atom**: 3.5 eV/A
**Calculated total energy**: -20439.520043 Eh
**E_HOMO**: -9.06 eV

(3)
A single C2H5NO2 molecule at a distorted geometry, computed with ωB97M-V with the def2-TZVPD basis set.

Element x y z (Å)
C1 1.805 -0.430 -0.197
O1 0.855 0.270 0.546
N1 -0.128 0.881 -0.311
C2 -1.399 0.231 -0.084
O2 -1.531 -0.981 0.056
H1 2.586 -0.787 0.506
H2 2.377 0.141 -0.954
H3 1.515 -1.399 -0.673
H4 -0.303 1.854 0.233
H5 -2.299 0.912 -0.064

**SMILES string**: CONC=O
**2S+1**: 1
**Gap between HOMO and LUMO**: 11.017 eV
**Energy relative to the best compared isomer or geometry (same formula, charge and spin)**: 3.283 eV
**Strongest force on any atom**: 4.2 eV/A
**Calculated total energy**: -284.346737 Eh
**E_HOMO**: -10.21 eV

(4)
A 4-piece molecular cluster, C27H59F3N3O9P overall, computed with ωB97M-V with the def2-TZVPD basis set.

Element x y z (Å)
C1 -1.084 4.245 -2.547
C2 -0.121 3.237 -1.915
O1 0.406 3.805 -0.686
C3 -0.545 3.597 0.264
O2 -0.640 4.280 1.230
C4 -1.337 2.335 -0.072
C5 -1.182 1.376 1.128
C6 0.224 0.787 1.361
C7 0.377 -0.666 0.981
F1 -0.059 -1.487 1.962
F2 -0.317 -1.005 -0.118
F3 1.664 -0.990 0.743
C8 -0.763 1.926 -1.438
P1 -1.962 1.236 -2.680
C9 -0.732 0.359 -3.736
O3 -2.591 -0.057 -1.844
H1 -1.013 4.230 -3.636
H2 -2.128 4.050 -2.289
H3 -0.819 5.245 -2.201
H4 0.722 3.068 -2.583
H5 -2.399 2.599 -0.137
H6 -1.937 0.589 1.089
H7 -1.434 1.964 2.012
H8 1.006 1.347 0.840
H9 0.463 0.835 2.425
H10 0.045 1.207 -1.284
H11 0.270 0.775 -3.612
H12 -1.014 0.430 -4.789
H13 -0.699 -0.693 -3.451
H14 -3.552 0.014 -1.839
C10 8.521 5.965 -0.536
O4 8.029 5.273 0.590
C11 7.163 6.032 1.425
C12 5.749 5.498 1.379
N1 5.148 5.712 0.073
C13 3.838 5.100 -0.112
C14 3.731 3.583 -0.019
O5 4.374 2.889 -1.076
C15 5.748 2.621 -0.883
H15 9.278 5.331 -0.995
H16 7.741 6.173 -1.277
H17 8.984 6.915 -0.250
H18 7.180 7.085 1.128
H19 7.537 5.958 2.450
H20 5.154 6.028 2.130
H21 5.782 4.440 1.677
H22 5.780 5.377 -0.643
H23 3.468 5.397 -1.096
H24 3.149 5.529 0.624
H25 2.673 3.338 -0.102
H26 4.093 3.204 0.945
H27 5.975 2.435 0.171
H28 6.388 3.437 -1.233
H29 5.991 1.727 -1.458
C16 -7.463 -1.952 0.905
O6 -7.518 -1.676 2.287
C17 -7.110 -2.749 3.127
C18 -5.824 -2.418 3.851
N2 -4.710 -2.329 2.923
C19 -3.453 -1.873 3.501
C20 -3.407 -0.478 4.114
O7 -3.546 0.569 3.171
C21 -4.871 0.946 2.854
H30 -7.939 -1.118 0.392
H31 -6.435 -2.054 0.536
H32 -8.004 -2.871 0.659
H33 -6.988 -3.663 2.537
H34 -7.900 -2.917 3.863
H35 -5.618 -3.214 4.573
H36 -5.992 -1.494 4.423
H37 -4.965 -1.725 2.152
H38 -2.692 -1.918 2.718
H39 -3.152 -2.589 4.274
H40 -2.417 -0.351 4.560
H41 -4.143 -0.353 4.917
H42 -5.535 0.834 3.716
H43 -5.284 0.367 2.023
H44 -4.850 1.996 2.563
C22 -0.381 -7.162 -4.217
O8 0.562 -6.121 -4.084
C23 0.005 -4.815 -4.024
C24 0.195 -4.197 -2.657
N3 -0.598 -4.880 -1.652
C25 -0.367 -4.431 -0.283
C26 1.018 -4.631 0.316
O9 1.364 -5.988 0.537
C27 1.943 -6.655 -0.564
H45 0.176 -8.078 -4.403
H46 -0.988 -7.297 -3.314
H47 -1.057 -6.984 -5.060
H48 -1.059 -4.847 -4.280
H49 0.519 -4.199 -4.768
H50 -0.133 -3.153 -2.701
H51 1.272 -4.192 -2.438
H52 -0.437 -5.877 -1.715
H53 -1.084 -4.948 0.360
H54 -0.607 -3.366 -0.238
H55 1.023 -4.154 1.298
H56 1.798 -4.143 -0.283
H57 2.557 -5.977 -1.165
H58 1.195 -7.113 -1.219
H59 2.579 -7.447 -0.170

**SMILES string**: C[C@H]1OC(=O)[C@H](CCC(F)(F)F)[C@H]1P(C)O.COCCNCCOC.COCCNCCOC.COCCNCCOC
**2S+1**: 1
**Gap between HOMO and LUMO**: 8.764 eV
**Strongest force on any atom**: 0.6 eV/A
**Calculated total energy**: -2546.448875 Eh
**E_HOMO**: -8.46 eV

(5)
A single Br2HOP molecule at a distorted geometry, computed with ωB97M-V with the def2-TZVPD basis set.

Element x y z (Å)
O1 0.631 1.012 0.148
P1 -0.619 -0.030 0.360
Br1 0.242 -1.562 1.755
Br2 -0.493 -0.995 -1.682
H1 0.239 1.575 -0.580

**SMILES string**: OP(Br)Br
**2S+1**: 1
**Gap between HOMO and LUMO**: 9.773 eV
**Energy relative to the best compared isomer or geometry (same formula, charge and spin)**: 0.172 eV
**Strongest force on any atom**: 1.4 eV/A
**Calculated total energy**: -5565.280545 Eh
**E_HOMO**: -9.77 eV

(6)
A single C3H4NP molecule at a distorted geometry, computed with ωB97M-V with the def2-TZVPD basis set.

Element x y z (Å)
C1 1.826 0.221 -0.363
C2 0.723 -0.328 0.489
P1 -0.932 -0.231 0.521
C3 -3.001 0.022 -0.122
N1 -4.072 0.345 -0.400
H1 1.477 0.521 -1.420
H2 2.341 1.077 0.079
H3 2.677 -0.456 -0.324
H4 -1.039 -1.171 1.540

**SMILES string**: CC#[PH]C#N
**2S+1**: 1
**Gap between HOMO and LUMO**: 8.259 eV
**Energy relative to the best compared isomer or geometry (same formula, charge and spin)**: 4.142 eV
**Strongest force on any atom**: 2.2 eV/A
**Calculated total energy**: -512.623697 Eh
**E_HOMO**: -9.71 eV